Molecular formula: C40H90F12N8O2P2
Method: DFT, the ωB97M-V functional and the def2-TZVPD basis

Structure (ORCA input):
```
! wB97M-V def2-TZVPD RIJCOSX def2/J DEFGRID3
* xyz 3 2
P -6.87641 13.33945 -9.68365
P -8.73000 12.27122 -4.24987
F -6.91719 13.16877 -11.28300
F -6.79768 13.58097 -8.10596
F -8.27507 12.59572 -9.56165
F -7.39542 11.70177 -3.47077
F -5.30951 13.97422 -9.79157
F -10.07027 12.87226 -4.87142
F -7.81587 12.65606 -5.62262
F -7.59010 14.78438 -9.92141
F -9.10057 10.84040 -4.91877
F -8.44908 13.77649 -3.79190
F -9.52573 11.97490 -2.89232
F -6.23320 11.89028 -9.52140
O -4.37999 17.42532 -14.41738
O -5.04633 7.66980 -6.14404
N -6.13386 8.80998 -12.94934
N -7.50866 16.33204 -6.11541
N -4.31346 10.66416 -5.56187
N -5.29229 6.82221 -13.54699
N -9.55730 16.46707 -6.92710
N 0.17596 14.87733 -4.60263
N -6.76628 17.32745 -12.43547
N -11.97402 10.78104 -8.11673
C -5.77926 16.44622 -11.62372
C -8.23394 17.00700 -11.97791
C -14.13645 9.31260 -7.68135
C -5.37902 16.40500 -14.44717
C -5.06954 5.35748 -13.60202
C -7.68861 17.63212 -6.37612
C -5.51856 8.95296 -14.21547
C 1.40039 15.83237 -4.57142
C -4.51183 11.91525 -4.64318
C -6.72720 16.98045 -13.95106
C -1.81346 14.37671 -6.17900
C -15.36865 9.28949 -6.78868
C -4.99608 7.70746 -14.58507
C -0.02182 15.23974 -2.09765
C -6.86632 9.80715 -12.14974
C -11.02214 9.99775 -7.19364
C -9.43503 9.52040 -9.16485
C -8.95238 17.73786 -6.98716
C -6.33130 15.73129 -5.46666
C -10.47815 10.17572 -10.11656
C 0.78781 13.46159 -4.54199
C -6.08584 7.47993 -12.64581
C -11.52564 12.26468 -8.13393
C -0.54654 15.19708 -5.99121
C -13.38375 10.70013 -7.58550
C -6.58248 18.81681 -12.19364
C -3.34960 9.70058 -4.89564
C -2.52448 14.61118 -7.52165
C -9.53636 10.05543 -7.71769
C -5.69423 9.98367 -5.79740
C -0.78968 15.11057 -3.39135
C -11.82184 10.10573 -9.54161
C -10.94581 15.89760 -8.85417
C -3.79230 11.21510 -6.88537
C -5.72734 8.71503 -6.76887
C 2.06613 16.05538 -3.20153
C 1.05420 16.41662 -2.11221
C -8.56485 15.57985 -6.60139
C -3.63052 5.03288 -13.97250
C -10.83144 16.00168 -7.33021
H -9.77591 8.48557 -9.13273
H -12.54898 10.62323 -10.16736
H -7.36302 19.36719 -12.71895
H -5.14919 15.44273 -13.98966
H -8.35124 15.92352 -11.99828
H -2.98885 11.90927 -6.63901
H -8.38786 9.53466 -9.46708
H -1.38455 15.98158 -3.66628
H -3.39710 10.38737 -7.47424
H 1.45072 16.70423 -1.13848
H 0.23147 15.19526 -6.75462
H -4.61948 11.77531 -7.32130
H -13.52466 8.46233 -7.37994
H 0.07657 12.65655 -4.72680
H -8.97470 17.49206 -12.61360
H 1.37772 13.49658 -5.45789
H -2.73534 15.67084 -7.66580
H -9.02268 11.00569 -7.57196
H -5.59960 19.20580 -12.45959
H -5.54186 9.89893 -14.73605
H 1.49277 13.46153 -3.71065
H -5.84088 15.41257 -11.96413
H 0.89867 16.78374 -4.74828
H -13.92285 11.47416 -8.13172
H -7.35473 16.09160 -14.01631
H -10.55802 12.31344 -8.63337
H -10.20818 11.20238 -10.36391
H -3.61008 3.95567 -14.13772
H -11.37382 12.54473 -7.09151
H -8.35728 17.39830 -10.96807
H -5.50275 15.52073 -6.14290
H -2.43114 10.28033 -4.80399
H 0.47748 17.27966 -2.44486
H -11.57409 16.68435 -6.91727
H -3.70978 9.42388 -3.90478
H -11.29815 8.95959 -7.00885
H -6.91043 18.33618 -6.12086
H -8.89389 9.42563 -7.10232
H -10.52896 9.48303 -10.95662
H -13.23395 11.06408 -6.56904
H -6.98946 10.75904 -12.66629
H 2.17645 15.63733 -5.31153
H -2.52883 14.62440 -5.39478
H -4.80721 16.86550 -11.88336
H -5.36748 8.95878 -7.76847
H -5.37240 5.00503 -12.61604
H -6.59187 7.08392 -11.77776
H -6.04244 16.37411 -4.63513
H -7.23901 17.72142 -14.56517
H -12.13647 9.07518 -9.37710
H -5.07602 11.62348 -3.75737
H -3.62455 12.42036 -4.26150
H -15.98421 8.39930 -6.91808
H -3.14770 8.75847 -5.40532
H -6.83815 18.86636 -11.13521
H -7.90025 9.50135 -11.98976
H -3.24770 5.57416 -14.83769
H -12.22026 12.91766 -8.66233
H -1.82523 14.19748 -8.24830
H -14.55094 9.11463 -8.66983
H -5.09558 12.59747 -5.26116
H -5.43720 16.09573 -15.49075
H -16.10638 10.06671 -6.98815
H -8.67153 14.50525 -6.58601
H -6.75620 8.39089 -6.92534
H -11.17039 10.33839 -6.16890
H -3.53046 14.19208 -7.54291
H -3.56553 17.09533 -14.80387
H -5.85574 16.35971 -10.53986
H -6.13450 9.74012 -4.83048
H -6.38156 10.03526 -11.20048
H -5.61208 4.95002 -14.45510
H -4.35607 7.49002 -15.42740
H -0.95074 16.20508 -6.08432
H -1.51039 13.32973 -6.18699
H -1.39456 14.20439 -3.42386
H -2.90121 5.36319 -13.23282
H -9.38604 18.57687 -7.51099
H -6.72562 14.78294 -5.10164
H -0.81694 15.46427 -1.38670
H -11.95618 15.70433 -9.21458
H 2.65160 15.17724 -2.92917
H -10.74310 16.81084 -9.41363
H 0.47598 14.32428 -1.77792
H -4.71236 7.03163 -6.77871
H -6.22826 10.79169 -6.29741
H -10.37959 15.06132 -9.26423
H -11.08596 15.05633 -6.85099
H -15.20232 9.35369 -5.71337
H 2.83611 16.82542 -3.15380
*
```

- E_HOMO (alpha / beta) (eV) = -7.69 / -11.88
- E_LUMO (alpha / beta) (eV) = -5.81 / -5.81
- energy (hartree) = -4047.0916
- max |F| (Eh/bohr) = 0.0554
- HOMO-LUMO gap (alpha / beta) (eV) = 1.875 / 6.071

Atom charges from the Mulliken analysis, given in e for atoms 1 to 6:
1 P 2.087
2 P 1.608
3 F -0.442
4 F -0.550
5 F -0.891
6 F -0.364